Record 1
This record from OMol25 describes a molecular structure, C29H33FIrN3O6 in a non-equilibrium geometry. The level of theory is ωB97M-V/def2-TZVPD.

Structure (XYZ):
```
73
Properties=species:S:1:pos:R:3:forces:R:3:lowdin_charge:R:1
H 0.34871 2.95252 2.62930 -1.19 -0.58 -0.09 0.0421
C -1.56797 1.99623 -1.78702 -1.58 1.19 -3.76 -0.5313
H -4.32513 -1.84403 0.72405 -0.02 -0.81 -0.63 0.0844
H 4.29108 -0.92788 -3.37833 0.22 0.65 1.03 0.0943
O -5.91650 2.63005 0.56160 0.86 -1.39 0.16 0.0660
Ir -0.23478 0.68440 0.36425 -0.87 -0.07 0.49 1.4686
C -2.60709 1.86309 -0.69247 -1.10 -0.78 1.13 -0.1678
C 1.60598 -2.16674 0.68201 -0.07 -0.03 0.72 -0.1759
H 5.21922 -2.19558 1.83454 0.87 -0.34 -0.05 0.0991
C 3.68317 -1.00900 1.08643 -1.17 -0.46 0.11 -0.0142
C 4.41997 -0.27878 -2.46132 1.50 -0.55 -0.19 -0.0656
C -3.94087 2.23709 -0.67498 -0.88 1.19 -1.22 0.0749
H -5.77576 -2.38539 -2.83492 -0.55 0.32 -0.45 0.0660
C 2.29225 0.54690 -3.29403 -2.49 1.11 -0.15 -0.0772
C 2.20274 1.01093 3.28557 0.45 -0.70 0.19 -0.0702
C -3.43834 -4.24331 0.10215 -1.40 -0.70 0.52 -0.0050
C 2.22910 -3.40122 0.86466 0.61 1.49 0.33 0.0109
C 3.64826 2.69042 -1.57766 -0.42 0.08 0.93 -0.0175
C 2.28399 -0.91349 0.79180 0.71 -1.02 -0.59 -0.2206
C -2.26319 -0.38812 2.23889 0.75 -0.78 1.68 -0.5231
H 3.31754 2.77263 3.10779 0.33 0.18 -0.08 0.1257
H 2.72285 1.29084 -3.98267 0.18 -0.13 0.46 0.0874
O -4.19698 -4.96060 -2.50463 0.38 -2.32 0.17 0.0581
H 1.25369 0.93621 -3.00730 1.33 -0.50 -0.58 0.0921
C 2.44926 2.36848 2.59706 -1.10 0.40 0.03 -0.3265
H 1.38630 4.31129 2.36393 0.08 -0.26 0.10 0.0700
C -4.74115 -2.61845 -3.06460 -0.57 -1.96 1.16 -0.0218
C 1.27298 3.37123 2.92060 1.94 0.24 -0.16 -0.0471
H -4.41530 2.89032 -1.46458 0.91 -0.85 0.89 0.1576
N -4.24611 -3.42320 -0.77242 -0.31 1.71 2.65 -0.0626
H 2.99209 0.26125 3.05145 -0.60 0.56 -0.10 0.0685
H 4.25781 -0.08063 1.11547 -0.10 -0.42 0.08 0.1286
N 1.69973 0.30603 0.47639 -0.35 -1.36 0.40 -0.1113
H 5.16810 0.51047 -2.70230 -0.68 -0.28 -0.09 0.0845
H -3.45886 -5.23782 -0.41250 0.54 0.71 0.77 0.1091
H 4.13534 -4.30194 1.43844 -0.02 -1.13 0.31 0.0965
H 4.01276 2.77212 -2.59015 0.02 0.00 -0.10 0.1111
C -4.38576 -3.79289 -2.09171 -0.47 3.68 -2.92 -0.5002
C 4.24539 -2.24422 1.41190 -0.49 1.68 0.10 -0.0795
H 2.54509 -0.55949 -1.49472 0.30 0.66 -0.58 0.1262
H 3.32996 4.46799 1.27588 0.01 0.10 0.12 0.1110
C 3.24932 3.62838 0.60138 0.63 0.17 -0.33 -0.0544
H -4.97474 0.55328 2.09249 0.34 -0.04 -0.05 0.1378
C -4.29525 0.91634 1.31817 -0.89 0.32 0.90 0.0368
O -1.95840 2.28777 -2.95728 1.24 -0.74 3.70 0.0486
H -5.73380 -1.93353 -0.29315 -0.07 -0.24 -0.45 0.1100
N -2.16561 1.14546 0.35635 0.06 -1.00 0.42 -0.0747
C 3.65955 3.79572 -0.71909 -0.20 -0.14 -0.51 -0.0560
H 1.21181 0.52740 3.14799 0.57 0.50 -0.15 0.0660
H -6.29400 2.44603 1.43532 -0.03 0.01 -0.25 0.1160
H -3.86089 -4.27773 1.15913 0.29 0.09 -1.41 0.1290
H 1.65580 -4.26218 0.65341 -0.48 -0.87 0.03 0.1070
H -4.21936 -1.20226 -0.86326 0.06 -0.54 -0.54 0.0892
O -2.81539 -1.14359 3.07487 1.06 1.96 -2.42 0.0421
C 3.55005 -3.43108 1.31653 -0.52 0.81 -1.00 -0.0627
H 4.93672 -0.88276 -1.68210 -0.51 0.23 -0.34 0.0738
C 2.57102 1.36618 0.16344 0.67 2.24 0.32 -0.2211
C 3.08840 1.48291 -1.13805 0.57 -0.37 0.18 -0.1359
O -0.93282 -0.25482 2.10233 0.07 -0.32 -0.39 -0.2145
C -4.75899 1.88032 0.42397 0.51 0.94 -0.33 -0.2598
C 2.78494 2.42191 1.10134 -0.83 -0.87 -0.34 -0.1271
H 3.93395 4.79334 -1.10533 0.04 -0.69 0.38 0.1127
O -0.34333 1.73376 -1.45128 0.49 -0.64 1.05 -0.1658
H -2.46932 -3.77815 0.19214 0.79 -0.13 -0.13 0.0951
H -4.20176 -1.72546 -2.88469 0.84 0.79 -0.07 0.0409
H -4.65190 -2.95209 -4.09197 0.05 -0.03 0.02 0.0807
H 1.31011 3.63350 3.97703 -0.32 -0.20 0.09 0.0784
F 0.25575 -2.22880 0.47156 0.81 0.40 -0.36 0.0143
C 3.06542 0.26554 -2.03549 -0.22 -0.54 -0.13 -0.3923
H 2.34626 1.14267 4.36337 -0.30 0.23 -0.03 0.0804
C -4.65025 -2.05153 -0.32256 0.54 -0.49 1.43 -0.0021
C -2.95054 0.56035 1.33008 -0.75 1.02 -1.87 -0.1785
H 2.15768 -0.35460 -3.87253 -0.07 -0.38 -0.17 0.0709
```
Forces are in eV/Å.

The expectation value of S² is 6.037. For the molar mass, the calculation gives 730.8 g/mol. The calculation puts the calculated total energy at -1944.53923 Ha. The spin multiplicity is 5. The net charge is 0.



Record 2
This record from OMol25 describes a molecular structure, C29H33IrN6O3S in a non-equilibrium geometry. The level of theory is ωB97M-V/def2-TZVPD.

Structure (XYZ):
```
73
Properties=species:S:1:pos:R:3:forces:R:3:lowdin_charge:R:1
H -0.53134 2.70822 -0.36633 -0.06 0.03 -0.09 0.0769
C 0.16181 3.02842 2.79388 -0.14 0.08 -0.05 -0.1866
S -3.16678 1.44422 -0.07995 -0.07 -0.06 0.10 0.6988
H 2.88780 -2.96972 -2.99497 -0.01 0.01 -0.01 0.1117
H -1.61242 2.01709 3.02443 -0.04 -0.01 -0.03 0.1123
C 0.75040 -0.70902 -2.39133 -0.02 0.04 0.03 -0.0349
H 3.41732 -1.28911 -2.74087 0.01 0.01 0.00 0.1064
C -1.95312 5.27507 -2.06667 -0.04 0.01 -0.02 -0.0175
C 3.33440 -3.12284 0.01869 0.03 0.07 0.00 -0.2125
H 2.87947 -3.07911 2.17628 -0.02 -0.01 0.01 0.1378
C 1.43640 1.95822 -1.98243 0.01 0.02 -0.03 -0.0615
C 2.74817 -2.66907 1.19064 0.08 -0.06 -0.10 0.0875
H 2.04597 1.14081 3.40980 0.01 0.00 0.04 0.1267
H -0.67989 -4.97047 2.30515 0.00 -0.02 -0.01 0.1379
H -0.21957 2.61543 4.86473 0.02 -0.02 0.02 0.1356
C 1.21459 1.17857 4.11649 0.15 -0.05 -0.05 -0.1813
N -0.92046 2.12377 2.27867 0.34 0.17 0.00 -0.0859
H 4.49642 -2.61922 -2.32121 -0.01 -0.02 -0.01 0.1084
H 2.58469 1.24616 -0.30223 -0.04 0.01 0.03 0.1322
N -0.95586 -1.79584 1.29046 0.42 -0.29 -0.17 -0.0508
H -0.50556 0.00084 4.33654 0.01 0.14 0.04 0.1336
H 4.41453 -4.79876 0.73516 -0.01 0.00 0.00 0.1016
C 0.64129 1.59747 -3.06454 0.02 0.01 0.01 -0.0354
O -3.41187 1.75736 1.29541 0.10 -0.03 0.08 -0.2674
C -3.60708 3.60192 -1.56571 0.02 -0.04 -0.04 -0.0234
H -4.62288 3.23386 -1.61675 -0.01 0.00 0.00 0.1326
H 0.04200 4.89561 -1.38468 0.02 0.00 0.01 0.1170
C -1.29763 3.31121 -0.84355 -0.02 0.01 0.10 -0.1002
H 1.73204 2.99065 -1.84805 0.00 -0.01 -0.01 0.1203
C 1.55233 -0.33198 -1.32497 0.04 -0.03 0.20 -0.2178
H -0.29505 -0.01298 -4.12815 -0.01 0.00 -0.02 0.1264
H 1.37705 3.24299 4.53696 -0.03 0.03 -0.02 0.1435
N -1.81055 0.32066 0.07173 0.58 -0.23 -0.41 -0.1285
O 1.34240 -0.80873 1.71886 0.46 0.55 -0.43 -0.2321
C -2.32544 -3.38697 -1.73674 0.00 0.02 0.02 0.0764
C 4.27115 -4.25694 -0.19568 -0.01 0.01 0.01 0.0244
H -2.51587 -4.37365 -2.13983 0.00 -0.01 -0.02 0.1457
N 2.12162 -1.33854 -0.47738 -0.09 0.01 -0.25 0.0797
C -2.47592 -0.98352 -1.93860 -0.09 -0.10 0.07 0.0332
C -2.65312 -2.25788 -2.46395 0.01 0.04 0.03 0.0087
H -3.07922 -2.36317 -3.45217 -0.01 -0.01 -0.01 0.1403
H 0.81711 -0.74468 3.71710 -0.15 -0.05 0.04 0.0938
C 2.00581 -1.54363 0.85167 -0.32 -0.18 0.28 -0.3477
C -3.26209 4.81522 -2.13786 0.02 0.04 -0.01 -0.0151
H -1.62002 -5.38440 0.03004 -0.01 -0.01 0.00 0.1483
H -1.44864 2.61950 1.56837 0.05 0.02 -0.15 0.0434
C -0.97383 4.52669 -1.42548 0.01 -0.04 0.02 -0.0507
C -0.91089 -4.15538 1.63434 0.00 0.08 0.05 0.0261
N 2.93823 -2.32393 -0.98358 0.15 0.02 0.03 -0.0164
C -1.43060 -4.37766 0.38135 -0.01 0.04 0.00 0.0727
C 3.45772 -2.30170 -2.35254 -0.02 -0.01 0.02 0.0580
H 3.89338 -4.94827 -0.94916 0.00 0.00 -0.01 0.1071
H -2.75229 -0.11929 -2.52109 0.00 0.03 0.00 0.1321
Ir -0.44292 0.11879 1.68481 -1.47 0.36 0.75 1.4473
H -1.69370 6.22310 -2.51807 0.00 0.01 0.01 0.1290
N 0.26128 0.10919 3.67315 0.17 -0.44 -0.04 -0.0812
H -4.01950 5.40416 -2.63632 0.00 0.00 -0.01 0.1319
C -1.49592 -1.99787 0.06193 0.06 0.12 -0.03 -0.1460
C 0.30025 0.26834 -3.26966 0.02 -0.01 0.01 -0.0416
H 0.98130 3.02919 2.07465 -0.02 0.00 -0.01 0.1241
C 1.89768 0.99371 -1.10078 0.14 -0.02 -0.12 -0.0038
H 5.24591 -3.89536 -0.52780 0.00 0.00 0.01 0.1070
H 1.59914 0.89333 5.09614 -0.05 0.01 0.01 0.1427
C -2.61341 2.86823 -0.92290 0.10 -0.04 -0.08 -0.2954
H -0.25415 4.03459 2.84696 0.06 0.02 0.01 0.1424
H 0.30791 2.35252 -3.76342 -0.01 0.01 -0.01 0.1283
C -1.74002 -3.27508 -0.43868 -0.03 -0.08 -0.05 -0.1124
C -0.66663 -2.84578 2.05239 -0.20 -0.12 -0.06 -0.0524
O -4.15071 0.76224 -0.84863 -0.03 0.04 0.05 -0.2251
H -0.24296 -2.65006 3.02608 0.06 0.01 -0.01 0.1282
H 0.50673 -1.75270 -2.55148 0.02 -0.02 0.00 0.1273
C -1.92005 -0.81750 -0.64466 -0.17 -0.05 0.21 -0.2574
C 0.61364 2.56345 4.15595 0.00 -0.03 0.05 -0.1643
```
Forces are in eV/Å.

The energy above the lowest of the compared OMol25 structures with the same formula, charge and spin comes out at 171.47 kJ/mol. The expectation value of S² is 0.810. For the molar mass, the calculation gives 737.9 g/mol. The calculation puts the calculated total energy at -2180.68857 Ha. The spin multiplicity is 2. The net charge is +3.



Record 3
This record from OMol25 describes 2 unconnected molecules or ions with the total composition C29H33OSi in a non-equilibrium geometry. The level of theory is ωB97M-V/def2-TZVPD.

Structure (XYZ):
```
64
Properties=species:S:1:pos:R:3:forces:R:3:lowdin_charge:R:1
C 2.88217 0.99040 0.96139 1.48 -1.77 -0.80 -0.3588
Si 1.29057 -0.07924 2.92515 0.86 1.32 -0.55 0.4713
H 3.64190 -4.09664 -3.10557 -0.25 0.20 0.19 0.1203
C -4.60558 -0.34646 1.82510 0.05 -0.11 -0.35 -0.0468
C -3.84488 3.66305 -1.83981 0.26 0.06 0.09 -0.0478
C 2.95328 2.14869 -0.00667 0.26 -0.32 0.19 -0.1087
H 3.63615 2.94256 0.35404 -0.45 -0.29 0.09 0.1330
H -0.25411 0.47186 -1.94709 -0.31 -0.36 -0.09 0.1136
C 0.59990 -2.13310 -1.60331 0.90 -0.56 -0.18 -0.2030
H 1.81366 -1.06833 5.12886 0.20 0.17 -0.01 0.0378
C -3.45585 -1.59679 -0.40654 -0.20 0.08 -0.03 -0.0191
C 2.27149 -0.30422 4.48602 -0.22 -0.06 0.19 -0.1484
H 3.86278 -0.96308 1.19309 -0.14 0.18 -0.14 0.1013
H -2.95768 -2.10296 -1.23627 -0.38 0.19 0.11 0.1215
H 2.01685 -5.26857 -1.60990 -0.03 0.39 -0.07 0.1173
C -0.43428 -1.39932 -0.92526 -0.57 0.01 -0.55 0.0089
C -1.48646 4.14028 -1.51504 -0.09 -0.23 -0.08 -0.0469
C 4.32656 0.21440 -0.70587 0.59 0.61 -0.32 -0.1954
H -1.11261 0.33948 3.47406 -0.06 0.19 0.03 0.0298
H 2.08938 -2.18805 1.80553 -0.20 0.14 0.19 0.0431
C -3.71807 0.35873 1.01379 0.10 -0.04 0.01 -0.0161
C 0.81622 -3.51171 -1.29039 -0.05 0.67 0.04 -0.0049
C 2.79281 -3.55200 -2.68709 -0.41 0.08 0.17 -0.0314
H -4.84226 3.97588 -2.16409 0.38 -0.09 0.30 0.1183
H -5.79786 -2.14626 2.01241 0.19 0.15 -0.18 0.1164
C -3.08791 -0.27103 -0.09261 -0.41 -0.20 0.44 -0.1834
C -2.07990 0.45985 -0.85736 0.31 0.07 0.34 -0.0577
C -0.88408 -0.14219 -1.30258 0.08 0.29 0.35 0.0021
H 0.11665 -4.00929 -0.61292 0.30 0.14 -0.15 0.1255
H 4.30924 -0.63430 -1.39314 0.03 0.17 -0.17 0.0837
H 1.96047 2.58216 -0.18900 0.27 0.04 0.08 0.0980
H 2.76024 1.09632 -1.87343 -0.09 0.15 -0.13 0.0834
H 2.31435 0.64752 5.03552 -0.02 -0.29 -0.09 0.0441
C -2.77356 4.57147 -1.87068 -0.03 -0.54 0.15 -0.0391
H 0.82196 -1.38979 0.90899 0.16 0.08 0.29 -0.0041
C -2.32338 1.87231 -1.16223 -0.13 0.55 -0.02 -0.1739
C -0.28835 0.90616 3.03008 -0.36 -0.29 0.35 -0.1446
C 3.65274 -0.09115 0.57940 -1.22 1.92 0.95 -0.0421
H -0.90395 -1.89123 -0.06562 -0.08 0.05 -0.52 0.1216
H -0.66074 4.85471 -1.48694 -0.26 -0.28 -0.07 0.1167
H 3.29704 -1.69511 -3.68098 -0.33 -0.23 0.19 0.1211
C 3.55811 1.46015 -1.22308 0.12 -0.36 -0.60 -0.1808
H -0.10055 1.80665 3.63128 -0.08 -0.24 -0.08 0.0466
C -3.63481 2.35466 -1.40793 0.08 -0.21 -0.19 -0.0066
H -0.23401 2.44845 -1.02591 -0.33 0.19 0.02 0.1010
H -0.59157 1.24863 2.03003 0.13 -0.20 0.16 0.0230
C -4.49627 -2.22528 0.28438 0.19 0.11 0.16 -0.0492
H 4.20041 2.12974 -1.79355 -0.06 -0.08 -0.15 0.1082
H 5.37981 0.51982 -0.57902 -0.13 -0.39 0.10 0.1150
H 0.40626 -2.31385 2.36085 0.07 0.06 -0.01 0.0503
C 2.58784 -2.20804 -3.02446 -0.18 0.10 -0.09 -0.0604
O 2.14181 1.12703 2.04746 -0.58 -0.42 0.79 -0.1176
C -1.25133 2.79335 -1.22985 -0.15 0.11 -0.08 -0.0062
C -5.04006 -1.62293 1.42891 0.33 0.18 -0.22 -0.0427
C 1.88315 -4.20933 -1.84173 -0.01 0.08 -0.10 -0.0510
H -4.48677 1.67241 -1.31857 0.37 0.22 -0.16 0.1279
H -3.46820 1.39623 1.25951 0.03 -0.46 -0.05 0.1288
H -4.87483 -3.19061 -0.06740 0.26 0.34 0.26 0.1177
H 1.28742 -0.49334 -2.85592 0.26 -0.30 0.13 0.1066
H -2.94406 5.60681 -2.16754 0.07 -0.30 0.09 0.1173
C 1.14897 -1.63603 1.92211 -0.09 -0.32 -0.15 -0.1454
C 1.47940 -1.51926 -2.53885 -0.12 -0.25 0.33 -0.0026
H 3.30422 -0.60700 4.25442 -0.34 0.04 0.02 0.0450
H -4.96980 0.10671 2.75184 0.01 -0.15 -0.46 0.1187
```
Forces are in eV/Å.

The energy above the lowest of the compared OMol25 structures with the same formula, charge and spin comes out at 0.00 kJ/mol. For the molar mass, the calculation gives 425.7 g/mol. The calculation puts the calculated total energy at -1489.37933 Ha. The net charge is +1.